# 1
A cluster of 2 separate species, C3H10S2 in total at a distorted geometry. Source: the OMol25 dataset; level of theory: ωB97M-V with the def2-TZVPD basis set.

Geometry as XYZ:
```
15
Properties=species:S:1:pos:R:3:forces:R:3
C 1.465 -1.114 -0.730 -0.2 1.2 0.7
S 1.425 0.250 0.498 0.6 0.0 0.2
C 3.256 0.505 0.785 -1.3 -0.8 0.0
H 1.653 -0.634 -1.698 0.9 -0.8 0.2
H 2.103 -1.860 -0.233 0.0 0.1 -1.2
H 0.457 -1.482 -0.836 -0.4 -0.3 0.4
H 3.735 -0.476 0.670 0.1 0.4 -0.6
H 3.367 0.664 1.862 0.0 0.8 -0.3
H 3.560 1.309 0.096 0.4 -0.5 0.7
C -3.097 -0.508 -1.210 2.1 -1.5 -0.1
S -2.305 0.491 0.159 -2.3 2.2 0.1
H -3.047 0.162 -2.055 -0.5 0.3 0.0
H -4.094 -0.859 -0.940 0.2 0.5 0.3
H -2.519 -1.389 -1.546 -0.2 0.3 0.4
H -1.204 0.397 0.917 0.6 -1.8 -0.8
```
Forces are in eV/Å.

- Total charge: 0
- E_LUMO: 0.73 eV
- Kohn-Sham gap: 9.262 eV
- SMILES string: CSC.CS
- Maximum force: 3.20 eV/A
- Relative energy (zero: lowest compared OMol25 entry of this formula, charge and spin): 45.5 kcal/mol

***

# 2
An isolated molecule of C4H8O3. Source: the OMol25 dataset; level of theory: ωB97M-V with the def2-TZVPD basis set.

Geometry as XYZ:
```
15
Properties=species:S:1:pos:R:3:forces:R:3
O -2.383 0.891 0.727 -0.1 0.1 0.1
C -1.251 0.157 1.142 0.4 -0.2 -0.1
C -0.196 -0.032 0.013 -0.3 0.4 0.4
O -0.736 0.332 -1.205 0.3 0.1 -0.3
C 1.225 0.528 0.194 0.2 0.0 0.0
C 1.651 -0.946 0.151 0.4 -0.1 0.1
O 0.288 -1.376 0.038 -0.2 -0.2 -0.1
H -2.102 1.754 0.402 0.0 0.0 0.1
H -1.604 -0.843 1.399 0.0 0.1 0.1
H -0.773 0.599 2.029 -0.1 -0.1 -0.2
H -1.665 0.084 -1.197 -0.3 0.0 -0.1
H 1.579 1.149 -0.637 -0.2 -0.2 0.2
H 1.411 1.034 1.146 -0.1 -0.1 -0.2
H 2.254 -1.238 -0.718 -0.1 0.0 0.2
H 2.074 -1.357 1.074 0.2 0.2 -0.2
```
Forces are in eV/Å.

- Total charge: 0
- E_LUMO: 0.81 eV
- Kohn-Sham gap: 10.755 eV
- SMILES string: OC[C@@]1(O)CCO1
- Maximum force: 0.67 eV/A
- Relative energy (zero: lowest compared OMol25 entry of this formula, charge and spin): 46.5 kcal/mol

***

# 3
A structure of composition C5H3CrO3 at a distorted geometry. Source: the OMol25 dataset; level of theory: ωB97M-V with the def2-TZVPD basis set.

Geometry as XYZ:
```
12
Properties=species:S:1:pos:R:3:forces:R:3
C -0.067 1.225 -0.263 0.3 0.7 0.2
C -0.126 -0.018 0.098 -0.3 -2.8 0.0
O -0.125 -1.161 0.335 0.1 2.3 0.0
C -0.474 2.217 -1.269 0.7 -0.3 0.1
C 0.884 2.811 -1.131 -0.1 0.6 -0.6
O 0.990 4.051 -0.824 0.2 0.0 -0.5
C 0.782 4.690 1.469 0.8 1.6 0.3
O 1.395 5.605 1.095 -0.8 -1.1 0.9
Cr 2.029 5.637 -0.883 -0.2 -0.5 0.1
H -0.645 1.853 -2.289 -0.4 -0.1 0.2
H -1.271 2.863 -0.859 0.3 -0.1 -0.5
H 1.822 2.300 -1.389 -0.6 -0.3 0.0
```
Forces are in eV/Å.

- Total charge: +2
- E_LUMO (spin up / spin down): -11.58 / -10.41 eV
- Kohn-Sham gap (spin up / spin down): 6.000 / 6.639 eV
- Maximum force: 2.84 eV/A
- Multiplicity: 6
- Relative energy (zero: lowest compared OMol25 entry of this formula, charge and spin): 0.0 kcal/mol

***

# 4
A cluster of 2 separate species, C2H8NO2 in total. Source: the OMol25 dataset; level of theory: ωB97M-V with the def2-TZVPD basis set.

Geometry as XYZ:
```
13
Properties=species:S:1:pos:R:3:forces:R:3
C 1.665 0.252 0.208 0.5 -0.1 0.6
N 0.398 -0.245 0.728 0.1 -0.1 -0.4
C -0.295 -1.275 -0.285 0.6 0.7 -0.3
O -0.033 -1.014 -1.548 -0.2 0.2 0.2
H 2.546 -0.306 0.579 -0.1 0.0 0.0
H 1.841 1.300 0.501 -0.1 -0.1 -0.2
H 1.668 0.133 -0.872 -0.2 0.2 -0.2
H 0.595 -0.755 1.582 -0.2 0.0 0.0
H -1.351 -1.122 0.030 -0.1 -0.5 0.0
H 0.086 -2.287 0.011 -0.2 -0.1 0.4
H -1.110 1.941 1.271 -0.5 -0.1 -0.5
H -1.250 1.431 -0.113 -0.2 -0.1 0.1
O -1.724 2.003 0.514 0.6 0.1 0.3
```
Forces are in eV/Å.

- Total charge: -1
- E_LUMO: 4.45 eV
- Kohn-Sham gap: 7.135 eV
- Maximum force: 1.00 eV/A
- Relative energy (zero: lowest compared OMol25 entry of this formula, charge and spin): 20.1 kcal/mol

***

# 5
A structure of composition C4H7N3 at a distorted geometry. Source: the OMol25 dataset; level of theory: ωB97M-V with the def2-TZVPD basis set.

Geometry as XYZ:
```
14
Properties=species:S:1:pos:R:3:forces:R:3
C -1.830 -0.119 -0.706 0.1 0.5 0.3
C 0.430 0.134 0.291 0.8 -1.9 -1.5
N 1.020 -0.232 1.547 -0.8 0.9 -1.2
N 1.088 1.257 -0.270 0.7 0.2 -0.4
N -1.022 0.261 0.408 -0.9 -1.1 0.3
C -0.926 -1.286 -0.623 -0.5 0.1 -0.4
C 0.387 -1.181 -0.669 0.5 2.1 2.2
H 1.915 -0.692 1.445 -0.5 0.2 1.0
H 0.400 -0.074 2.331 0.8 -0.6 0.1
H 0.694 1.565 -1.149 -0.1 0.2 0.1
H 1.232 2.012 0.390 -0.1 -0.1 -0.1
H -2.869 -0.257 -0.409 0.2 0.1 0.0
H -1.739 0.418 -1.655 0.0 -0.1 -0.1
H 1.219 -1.806 -0.929 -0.1 -0.3 -0.4
```
Forces are in eV/Å.

- Total charge: 0
- E_LUMO (spin up / spin down): -0.10 / -0.10 eV
- Kohn-Sham gap (spin up / spin down): 8.140 / 8.137 eV
- Maximum force: 3.04 eV/A
- Relative energy (zero: lowest compared OMol25 entry of this formula, charge and spin): 127.0 kcal/mol

***

# 6
A structure of composition C18H20BrN3O9RuS2. Source: the OMol25 dataset; level of theory: ωB97M-V with the def2-TZVPD basis set.

Geometry as XYZ:
```
54
Properties=species:S:1:pos:R:3:forces:R:3
Ru 0.063 -0.780 0.916 -0.1 0.2 0.0
O 2.893 -1.018 3.853 0.0 0.0 -0.1
C 2.173 -1.014 2.775 0.1 0.0 0.0
O 0.935 -1.038 2.788 -0.1 0.0 0.0
C 2.903 -1.001 1.490 0.0 0.0 0.1
C 4.271 -0.970 1.369 0.0 0.0 0.0
C 4.809 -0.969 0.083 0.0 0.0 0.0
C 3.960 -1.009 -1.004 0.0 0.0 0.0
C 2.583 -1.048 -0.796 0.0 0.0 0.0
N 2.072 -1.038 0.429 0.0 0.0 0.0
C 1.631 -1.215 -1.968 0.0 0.1 -0.1
O 1.407 -0.178 -2.726 0.0 -0.1 0.0
O 1.170 -2.312 -2.174 0.0 -0.1 0.0
H 2.338 -1.034 4.653 0.0 0.0 0.0
H 4.896 -0.946 2.251 0.0 0.0 0.0
H 5.881 -0.939 -0.059 0.0 0.0 0.0
H 4.342 -1.014 -2.016 0.0 0.0 0.0
H 1.622 0.654 -2.243 0.0 0.1 0.0
Br 0.059 3.717 -2.396 0.0 -0.1 -0.2
C 0.270 4.268 -0.608 0.0 0.2 0.2
C -0.031 5.591 -0.308 0.0 -0.2 -0.1
C 0.038 6.035 1.002 0.0 -0.1 0.2
C 0.383 5.158 2.023 0.0 -0.1 0.0
C 0.668 3.834 1.725 0.0 0.2 0.2
C 0.637 3.379 0.409 0.0 0.0 -0.2
C 1.014 1.968 0.129 0.0 0.4 -0.2
O 1.692 1.629 -0.822 0.0 -0.1 0.1
O 0.579 1.109 1.035 0.0 -0.5 0.1
H -0.321 6.264 -1.103 0.0 0.0 0.0
H -0.186 7.069 1.226 0.0 0.0 0.0
H 0.431 5.504 3.046 0.0 0.0 0.0
H 0.938 3.145 2.514 0.0 0.0 0.0
C -2.595 1.732 -0.169 0.0 0.0 0.0
S -2.266 0.016 -0.120 -0.2 0.2 -0.1
O -3.364 -0.712 -0.653 0.0 0.0 0.0
O -0.939 -0.251 -0.806 0.0 -0.1 0.1
O -1.885 -0.344 1.311 0.1 -0.1 0.1
H -2.649 2.021 -1.219 0.0 0.0 0.0
H -1.798 2.261 0.349 0.0 0.0 0.0
H -3.555 1.886 0.321 0.0 0.0 0.0
C -2.497 -3.346 -2.742 0.0 0.0 0.0
N -1.492 -3.155 -1.687 0.0 0.0 0.1
C -1.629 -3.237 -0.393 -0.1 0.0 -0.1
S -0.156 -2.951 0.597 0.0 0.1 0.0
N -2.695 -3.558 0.311 0.1 0.0 0.0
C -4.064 -3.842 -0.145 0.0 0.0 0.0
H -1.956 -3.437 -3.679 0.0 0.0 0.0
H -3.163 -2.488 -2.794 0.0 0.0 0.0
H -3.060 -4.259 -2.581 0.0 0.0 0.0
H -0.570 -2.858 -2.008 0.0 0.0 0.0
H -2.558 -3.566 1.310 0.0 0.0 0.0
H -4.137 -4.846 -0.555 0.0 0.0 0.0
H -4.382 -3.098 -0.867 0.0 0.0 0.0
H -4.709 -3.770 0.725 0.0 0.0 0.0
```
Forces are in eV/Å.

- Total charge: +2
- E_LUMO (spin up / spin down): -9.13 / -9.38 eV
- Kohn-Sham gap (spin up / spin down): 4.753 / 4.502 eV
- Maximum force: 0.51 eV/A
- Relative energy (zero: lowest compared OMol25 entry of this formula, charge and spin): 0.0 kcal/mol